Record 1
{"formula": "C43H39N7O3S2SbSm", "method": "wB97M-V/def2-TZVPD", "orbital_gap_ev": [7.412, 7.689], "mol_weight_g_mol": 1038.1, "multiplicity": 6, "total_charge": 2, "s_squared": 8.7570, "symbols": ["Sm", "C", "C", "C", "C", "C", "C", "N", "Sb", "C", "C", "C", "C", "C", "C", "N", "C", "C", "C", "C", "C", "C", "N", "H", "H", "H", "H", "H", "H", "H", "H", "H", "H", "H", "H", "H", "H", "H", "H", "H", "H", "O", "C", "C", "O", "O", "C", "C", "C", "C", "C", "C", "C", "C", "C", "C", "C", "C", "H", "H", "H", "H", "H", "H", "H", "H", "H", "H", "H", "S", "C", "N", "C", "C", "C", "N", "H", "H", "H", "H", "N", "C", "N", "C", "C", "C", "C", "C", "C", "S", "H", "H", "H", "H", "H", "H"], "positions_angstrom": [[0.261503, 0.602166, -0.056368], [2.375680, -1.368065, 2.201447], [1.247305, -0.759428, 2.922349], [0.864596, -1.240737, 4.157835], [-0.191054, -0.660941, 4.869281], [-0.757758, 0.529080, 4.335530], [-0.299763, 0.991200, 3.110146], [0.675460, 0.347405, 2.354233], [-0.894673, 3.086597, 2.726716], [1.006023, 3.381518, 1.788508], [1.914876, 3.991059, 2.673117], [3.087921, 4.448849, 2.148388], [3.389718, 4.258636, 0.791363], [2.544329, 3.537433, -0.005963], [2.800341, 3.359846, -1.506672], [1.386354, 3.050877, 0.499183], [-2.038909, 2.963661, 0.893339], [-2.871491, 4.044533, 0.661054], [-3.642797, 4.078669, -0.461522], [-3.649159, 2.965676, -1.340020], [-2.849513, 1.858535, -1.003890], [-2.953021, 0.596071, -1.803674], [-2.049685, 1.885696, 0.082261], [2.923768, -2.042620, 2.893028], [2.007753, -1.996682, 1.417107], [3.031525, -0.557716, 1.788926], [1.264997, -2.180067, 4.491118], [-0.459974, -0.957074, 5.887011], [-1.410716, 1.094322, 4.939819], [1.710267, 4.153829, 3.735939], [3.767733, 4.917087, 2.749496], [4.297428, 4.683110, 0.387693], [3.940046, 3.099183, -1.653426], [2.353788, 2.478419, -1.884794], [2.511523, 4.224864, -2.095547], [-2.927280, 4.878074, 1.359257], [-4.243163, 4.929000, -0.584545], [-4.204903, 2.978272, -2.268821], [-2.946179, 0.901438, -2.882467], [-2.283362, -0.215288, -1.490063], [-3.978857, 0.124805, -1.542132], [-1.720413, -0.921242, 0.796922], [-1.691134, -2.398285, 0.518398], [-0.252470, -2.645393, 0.046954], [0.212024, -3.776996, -0.069076], [0.330947, -1.523378, -0.310791], [-2.650646, -2.648822, -0.576189], [-2.304727, -2.920016, -1.909008], [-3.233553, -2.898001, -2.941512], [-4.567290, -2.661438, -2.687165], [-4.965626, -2.466996, -1.351787], [-4.029970, -2.392197, -0.328823], [-1.968311, -3.210540, 1.810792], [-2.181890, -2.566867, 3.041002], [-2.425892, -3.225092, 4.235719], [-2.269004, -4.636931, 4.212722], [-2.032493, -5.278679, 3.039498], [-1.872688, -4.572481, 1.837572], [-2.668778, -0.666506, 0.917664], [-1.261879, -3.057077, -2.133723], [-2.831137, -3.019213, -3.928642], [-5.237955, -2.618209, -3.573233], [-6.019648, -2.326277, -1.080869], [-4.403249, -2.188412, 0.634229], [-2.395973, -1.506613, 3.011748], [-2.790475, -2.558359, 5.061409], [-2.321450, -5.158810, 5.114843], [-2.113131, -6.343196, 2.998058], [-1.639761, -5.101847, 0.911960], [2.949101, -0.058554, -1.093009], [4.378461, 0.102071, -0.279102], [5.425813, -0.678496, -0.665696], [6.634110, -0.692011, -0.066482], [6.831368, 0.179219, 0.955800], [5.746293, 0.929861, 1.368822], [4.528463, 0.900481, 0.821528], [5.178197, -1.340670, -1.405007], [7.386154, -1.319643, -0.447788], [7.815006, 0.295175, 1.485375], [5.819005, 1.470674, 2.308641], [-0.446852, 3.445763, -2.142682], [-0.215520, 2.381939, -2.944515], [0.128808, 1.176411, -2.517963], [0.355537, 0.262575, -3.533322], [0.763302, -1.090850, -3.494622], [0.836138, -1.745359, -4.693541], [0.429464, -1.187731, -5.942483], [0.121382, 0.149905, -6.034070], [0.051398, 0.846038, -4.802357], [-0.474505, 2.479950, -4.645820], [0.078792, 3.360797, -1.234989], [-0.551170, 4.391996, -2.478693], [1.131153, -1.579890, -2.529865], [1.264564, -2.719199, -4.748418], [0.486420, -1.784663, -6.830894], [-0.054969, 0.650770, -6.991745]], "atomic_forces_ev_per_a": [[-0.8, -0.2, 0.1], [1.2, 0.0, 0.4], [-0.5, 1.5, -0.5], [-1.7, -0.3, 0.7], [0.7, 1.2, -0.5], [1.7, -1.6, -0.4], [0.3, -0.1, -0.5], [-1.0, -0.1, 2.2], [0.1, -1.0, -0.5], [1.5, -0.1, -0.4], [-1.0, -0.2, -0.5], [-0.3, -1.2, -2.3], [0.4, 0.6, 1.1], [-0.8, -0.3, -0.9], [3.0, -0.5, 1.1], [-1.2, 0.6, 1.0], [-0.3, -0.3, 0.0], [0.7, 0.1, 1.0], [0.0, -2.1, -1.4], [0.6, 0.9, 1.1], [-0.4, 0.4, 0.3], [-1.8, -0.2, 0.0], [0.6, 0.0, -0.1], [-0.1, 0.6, -0.5], [-0.1, -0.3, -0.8], [-0.5, -0.9, 0.4], [0.4, -0.1, 0.3], [0.0, -0.3, -0.5], [-0.9, 0.6, 0.4], [-0.2, 0.0, -0.5], [1.7, 1.3, 1.5], [0.0, 0.0, -0.1], [-2.1, 1.0, 0.2], [-0.9, -0.7, -0.3], [0.1, 0.2, 0.1], [0.1, -0.2, -0.1], [-0.9, 0.9, -0.7], [-0.2, -0.1, 0.2], [0.1, -0.9, 0.8], [0.3, 0.5, -0.6], [1.4, 0.8, -0.7], [-1.0, -0.7, 0.1], [0.6, 0.4, 1.6], [0.5, -1.2, -0.7], [-0.6, 2.1, 0.3], [0.6, -0.7, -0.1], [-2.2, 0.2, -1.4], [0.3, 0.4, 1.2], [0.5, 0.1, 0.5], [-0.4, 0.0, -0.4], [-0.4, 0.3, -0.3], [0.9, -0.9, -1.5], [0.7, 1.2, 0.5], [-1.3, 0.6, -0.5], [0.2, 0.0, -0.6], [-0.3, 2.4, 0.5], [-0.2, 0.2, -1.3], [0.1, -1.0, -0.5], [1.1, -0.2, -0.1], [0.2, -0.2, -0.2], [-0.2, -0.1, -0.4], [0.2, -0.1, 1.1], [0.4, 0.0, -0.3], [-0.2, 0.1, 1.3], [0.3, 0.2, 0.1], [0.6, -1.3, -0.4], [-0.4, -1.0, 1.2], [0.5, -0.5, 0.1], [-0.2, 0.0, 0.3], [-0.5, -0.2, -0.7], [0.3, 0.7, 1.4], [-0.1, -0.8, -0.5], [-0.7, 1.2, 0.1], [2.0, 0.0, 0.6], [-1.7, 0.0, 0.6], [1.1, -0.2, -0.4], [0.4, 0.2, 0.2], [0.6, -0.9, -0.5], [-1.2, -0.4, -0.7], [0.0, 0.4, -0.3], [1.1, -0.5, 2.0], [-0.3, -0.6, -0.9], [0.4, 0.9, 1.6], [-0.9, 0.4, -2.2], [0.7, 0.4, 1.6], [-0.5, 0.2, -1.3], [0.8, 0.3, 0.9], [-0.3, 0.3, 0.9], [0.3, -1.2, -0.4], [0.2, 0.3, 0.1], [-0.8, 0.5, -1.0], [0.1, -0.3, -0.3], [-0.7, 0.7, -1.5], [0.0, -0.7, 0.2], [0.1, -0.2, -0.2], [-0.1, -0.2, 0.4]]}



Record 2
{"formula": "C43H40BMoO7SSb", "method": "wB97M-V/def2-TZVPD", "orbital_gap_ev": 6.407, "de_lowest_kcal_mol": 0.0, "mol_weight_g_mol": 929.4, "total_charge": 2, "symbols": ["Mo", "C", "C", "C", "C", "C", "C", "C", "C", "O", "B", "O", "C", "C", "H", "H", "H", "H", "H", "H", "H", "H", "H", "H", "H", "H", "C", "C", "C", "C", "C", "C", "Sb", "C", "C", "C", "C", "C", "C", "C", "C", "C", "C", "C", "C", "H", "H", "H", "H", "H", "H", "H", "H", "H", "H", "H", "H", "H", "H", "H", "O", "C", "O", "C", "C", "C", "C", "O", "C", "O", "C", "C", "H", "H", "H", "H", "H", "C", "S", "O", "C", "C", "C", "C", "C", "C", "H", "H", "H", "H", "H", "H", "H", "H"], "positions_angstrom": [[1.089595, 0.115393, -1.976076], [0.312431, 1.739405, 6.192892], [0.653415, 0.252350, 6.098917], [1.922931, -0.007396, 6.922107], [-0.514804, -0.550274, 6.689634], [0.885102, -0.193981, 4.654755], [1.211161, -1.533738, 4.399215], [1.417656, -2.032550, 3.117533], [1.286632, -1.130244, 2.086920], [1.379182, -1.346615, 0.712755], [1.105527, -0.097568, 0.153050], [0.865335, 0.859194, 1.105842], [0.970416, 0.189958, 2.317334], [0.765065, 0.692433, 3.581557], [0.156792, 2.007773, 7.237818], [-0.605285, 1.981277, 5.652569], [1.119479, 2.366874, 5.809595], [1.768100, 0.310408, 7.954065], [2.768999, 0.552153, 6.518764], [2.189202, -1.064693, 6.938087], [-0.694842, -0.242014, 7.720387], [-0.312609, -1.621905, 6.694317], [-1.431279, -0.377946, 6.120626], [1.300960, -2.219551, 5.231003], [1.646106, -3.076419, 2.944756], [0.508223, 1.732643, 3.715868], [-4.628178, -0.431730, -5.075748], [-4.051353, 0.644284, -4.414275], [-3.074858, 0.424325, -3.454550], [-2.682118, -0.878190, -3.158134], [-3.253924, -1.958500, -3.823554], [-4.229556, -1.728365, -4.783887], [-1.237646, -1.245255, -1.678453], [-2.069043, -0.761851, 0.187325], [-2.836050, 0.393580, 0.309772], [-3.304745, 0.772934, 1.558438], [-3.009377, 0.002889, 2.675896], [-2.248181, -1.149975, 2.551378], [-1.771917, -1.535466, 1.306131], [-0.926757, -3.318090, -1.727197], [0.052491, -3.849638, -2.562099], [0.204573, -5.225543, -2.655113], [-0.616433, -6.065410, -1.914524], [-1.597035, -5.534817, -1.088612], [-1.759206, -4.159059, -0.993890], [-5.391475, -0.258440, -5.822314], [-4.362004, 1.655210, -4.643532], [-2.627847, 1.274545, -2.950676], [-2.952381, -2.974537, -3.599296], [-4.679860, -2.564656, -5.301401], [-3.086814, 0.994072, -0.557352], [-3.905435, 1.667052, 1.657872], [-3.378428, 0.302444, 3.647981], [-2.014444, -1.747278, 3.423370], [-1.168349, -2.430713, 1.218409], [0.681593, -3.199712, -3.160943], [0.952886, -5.644815, -3.315043], [-0.498431, -7.137958, -1.990396], [-2.243305, -6.191253, -0.521593], [-2.537033, -3.754399, -0.357431], [0.437229, 3.462613, -0.539926], [0.067167, 3.113974, -1.602840], [0.373251, 1.720694, -1.967423], [-0.662629, 3.826018, -2.637569], [-0.936109, 3.266331, -3.883225], [-1.611660, 3.987695, -4.864315], [-1.986726, 5.270822, -4.537189], [-2.653282, 6.151656, -5.297976], [-2.711702, 7.380622, -4.550581], [-2.220158, 7.090408, -3.239943], [-1.714887, 5.835120, -3.287998], [-1.056111, 5.145678, -2.315340], [-0.629270, 2.254082, -4.104964], [-1.828202, 3.569044, -5.836348], [-3.744388, 7.713999, -4.489571], [-2.069610, 8.119435, -5.030809], [-0.837645, 5.573156, -1.347520], [4.561706, -2.626375, -2.628536], [3.455105, -2.175865, -1.309691], [2.441780, -1.238259, -2.105614], [4.409870, -1.067673, -0.343839], [5.041661, 0.039844, -0.908369], [5.745840, 0.888385, -0.076557], [5.821143, 0.621862, 1.289396], [5.192633, -0.487075, 1.835056], [4.469877, -1.342767, 1.017069], [4.963724, -1.738216, -3.109561], [4.000854, -3.239347, -3.331516], [5.359015, -3.215027, -2.174170], [4.982376, 0.245000, -1.970159], [6.242632, 1.755822, -0.488502], [6.378297, 1.290937, 1.931272], [5.252417, -0.684414, 2.896425], [3.952954, -2.198830, 1.429988]], "atomic_forces_ev_per_a": [[-0.1, -0.4, 0.0], [0.0, 0.0, 0.0], [0.0, 0.0, 0.0], [0.0, 0.0, 0.0], [0.0, 0.0, 0.0], [0.0, 0.0, 0.0], [0.0, 0.0, 0.0], [0.0, 0.0, 0.0], [0.0, 0.0, 0.0], [0.0, 0.0, 0.0], [0.0, 0.1, 0.0], [0.0, 0.0, 0.0], [0.0, 0.0, 0.0], [0.0, 0.0, 0.0], [0.0, 0.0, 0.0], [0.0, 0.0, 0.0], [0.0, 0.0, 0.0], [0.0, 0.0, 0.0], [0.0, 0.0, 0.0], [0.0, 0.0, 0.0], [0.0, 0.0, 0.0], [0.0, 0.0, 0.0], [0.0, 0.0, 0.0], [0.0, 0.0, 0.0], [0.0, 0.0, 0.0], [0.0, 0.0, 0.0], [0.0, 0.0, 0.0], [0.0, 0.0, 0.0], [0.0, 0.0, 0.0], [0.0, 0.0, 0.0], [0.0, 0.0, 0.0], [0.0, 0.0, 0.0], [0.1, 0.0, 0.0], [0.0, -0.1, 0.0], [0.0, 0.0, 0.0], [0.0, 0.0, 0.0], [0.0, 0.0, 0.0], [0.0, 0.0, 0.0], [0.0, 0.0, 0.0], [0.0, 0.0, 0.0], [0.0, 0.0, 0.0], [0.0, 0.0, 0.0], [0.0, 0.0, 0.0], [0.0, 0.0, 0.0], [0.0, 0.0, 0.0], [0.0, 0.0, 0.0], [0.0, 0.0, 0.0], [0.0, 0.0, 0.0], [0.0, 0.0, 0.0], [0.0, 0.0, 0.0], [0.0, 0.0, 0.0], [0.0, 0.0, 0.0], [0.0, 0.0, 0.0], [0.0, 0.0, 0.0], [0.0, 0.0, 0.0], [0.0, 0.0, 0.0], [0.0, 0.0, 0.0], [0.0, 0.0, 0.0], [0.0, 0.0, 0.0], [0.0, 0.0, 0.0], [0.0, -0.1, -0.1], [-0.1, 0.2, 0.2], [0.0, 0.3, -0.1], [0.0, -0.1, 0.0], [0.0, 0.0, 0.0], [0.0, 0.0, 0.0], [0.0, 0.0, 0.0], [0.0, 0.0, 0.0], [0.0, 0.0, 0.0], [0.0, 0.0, 0.0], [0.0, 0.0, 0.0], [0.0, 0.0, 0.0], [0.0, 0.0, 0.0], [0.0, 0.0, 0.0], [0.0, 0.0, 0.0], [0.0, 0.0, 0.0], [0.0, 0.0, 0.0], [0.0, 0.0, 0.0], [0.0, 0.0, 0.0], [0.1, -0.1, 0.0], [0.0, 0.0, 0.0], [0.0, 0.0, 0.0], [0.0, 0.0, 0.0], [0.0, 0.0, 0.0], [0.0, 0.0, 0.0], [0.0, 0.0, 0.0], [0.0, 0.0, 0.0], [0.0, 0.0, 0.0], [0.0, 0.0, 0.0], [0.0, 0.0, 0.0], [0.0, 0.0, 0.0], [0.0, 0.0, 0.0], [0.0, 0.0, 0.0], [0.0, 0.0, 0.0]]}